Entry 1:
Formula: C12H46N2O10
Source: OMol25
Level of theory: ωB97M-V/def2-TZVPD

The SMILES is COC[C@H](C)N.COC[C@H](C)N.CCO.CCO.O.O.O.O.O.O. Its spin multiplicity is 1. The calculation puts the HOMO energy at -8.68 eV. As for the energy relative to the best compared isomer or geometry (same formula, charge and spin): 7.5 kcal/mol. As for the gap between HOMO and LUMO: 8.39 eV. The value obtained for the maximum force is 0.0513 hartree/bohr.

CARTESIAN COORDINATES (ANGSTROEM)
C (-1.0320, 3.7980, 0.7592)
C (0.1207, 3.5980, 1.7310)
C (1.1011, 4.7880, 1.7899)
O (1.9383, 4.8411, 0.6861)
C (2.8867, 5.9305, 0.7938)
N (-0.3869, 3.4186, 3.1187)
H (-0.5655, 4.0235, -0.1998)
H (-1.6183, 4.6879, 0.9880)
H (-1.5527, 2.8438, 0.6787)
H (0.7171, 2.7102, 1.5207)
H (1.7131, 4.6969, 2.6873)
H (0.5066, 5.6909, 1.9294)
H (2.4131, 6.9119, 0.7667)
H (3.6250, 5.9365, -0.0080)
H (3.4964, 5.9427, 1.6973)
H (-0.7906, 2.5004, 3.2376)
H (0.4420, 3.2194, 3.6602)
C (2.7169, -0.3746, -2.7405)
C (1.3950, -0.9307, -3.3725)
C (1.0660, -2.4427, -2.9522)
O (2.2727, -3.2303, -3.1541)
C (2.5849, -3.4542, -4.5422)
N (0.4252, 0.1022, -2.9481)
H (2.4516, -0.1523, -1.7069)
H (3.0291, 0.5666, -3.1929)
H (3.5815, -1.0334, -2.8222)
H (1.3733, -0.9012, -4.4619)
H (0.2110, -2.8370, -3.5014)
H (0.8551, -2.4535, -1.8829)
H (2.6410, -2.5880, -5.2015)
H (1.9093, -4.1793, -4.9961)
H (3.5870, -3.8828, -4.5288)
H (-0.4345, -0.0031, -3.4677)
H (0.1800, -0.0562, -1.9812)
O (-3.8479, 0.1704, 0.1011)
H (-4.2713, 0.7351, 0.7476)
H (-4.4295, 0.1975, -0.6587)
O (-1.6245, -2.5629, -1.3899)
H (-1.7480, -1.8844, -2.0538)
H (-1.6581, -2.0926, -0.5569)
O (-2.7501, 0.1112, -2.7928)
H (-2.2671, 0.5220, -2.0757)
H (-3.6614, 0.1123, -2.5000)
O (-2.0013, 1.0986, 3.3766)
H (-1.5617, 0.3428, 2.9869)
H (-2.9299, 0.9574, 3.1925)
O (-0.4619, -1.1232, 2.9580)
H (-0.3940, -1.5317, 3.8209)
H (0.4448, -0.9656, 2.6950)
O (-1.1084, -0.2503, -0.0896)
H (-0.5519, -0.1995, 0.6875)
H (-1.9449, 0.1222, 0.1895)
C (-4.1682, -3.9486, 0.7256)
C (-3.3823, -3.2598, 1.8475)
O (-3.9463, -1.9464, 2.1124)
H (-4.0607, -3.2701, -0.1207)
H (-5.2016, -3.9039, 1.0694)
H (-3.7733, -4.9457, 0.5308)
H (-2.4327, -2.9048, 1.4471)
H (-3.1256, -3.8400, 2.7338)
H (-3.9934, -1.4712, 1.2796)
C (3.7923, -1.6133, 0.7411)
C (2.4656, -1.2690, 1.3191)
O (2.3948, -0.8908, 2.6393)
H (3.7188, -1.9276, -0.3000)
H (4.1193, -2.5178, 1.2539)
H (4.5599, -0.8532, 0.8866)
H (1.7493, -2.0880, 1.2540)
H (2.0591, -0.4760, 0.6914)
H (3.1326, -0.3205, 2.8674)

natural (NBO) population analysis, charges in e, atoms 1 to 8:
1. C -0.62
2. C -0.06
3. C -0.05
4. O -0.53
5. C -0.26
6. N -0.84
7. H 0.22
8. H 0.22

Entry 2:
Formula: C5H36N2O13
Source: OMol25
Level of theory: ωB97M-V/def2-TZVPD

Its spin multiplicity is 1. The calculation puts the HOMO energy at -9.04 eV. As for the energy relative to the best compared isomer or geometry (same formula, charge and spin): 77.1 kcal/mol. As for the gap between HOMO and LUMO: 8.87 eV. The value obtained for the maximum force is 0.0347 hartree/bohr.

CARTESIAN COORDINATES (ANGSTROEM)
C (-0.1443, 0.3205, 0.7621)
N (0.2707, -0.6858, 1.7479)
C (1.1660, -0.5987, 2.7871)
N (1.9674, 0.4854, 2.8551)
O (1.0784, -1.4367, 3.6804)
C (0.6259, 0.3402, -0.5622)
C (0.2606, -0.8547, -1.4537)
C (-0.8255, -0.4494, -2.4688)
H (-1.1345, -0.0410, 0.5016)
H (-0.2072, 1.3024, 1.2353)
H (-0.3747, -1.4539, 1.7766)
H (2.1772, 1.1326, 2.1034)
H (2.6743, 0.4485, 3.5612)
H (0.4623, 1.3187, -1.0268)
H (1.7000, 0.3788, -0.3520)
H (1.1809, -1.0866, -1.9858)
H (-0.0227, -1.7158, -0.8607)
H (-0.4045, -0.4494, -3.4750)
H (-1.6554, -1.1408, -2.3883)
H (-1.2106, 0.5592, -2.3766)
H (3.7013, 0.4925, -2.2405)
H (3.2370, 1.9816, -2.5555)
O (3.6598, 1.3946, -1.9197)
H (-2.4590, 2.2012, -3.2358)
H (-3.2116, 1.0491, -2.6287)
O (-3.1926, 1.6034, -3.4207)
H (0.6563, 1.0366, -4.0270)
H (2.0019, 0.4521, -3.8004)
O (1.5829, 1.2000, -4.2450)
H (0.4838, -3.8339, 0.0668)
H (1.7766, -3.3445, 0.9831)
O (1.3865, -3.5276, 0.1252)
H (-2.5967, -0.8340, 2.3085)
H (-3.8733, -0.0470, 2.8776)
O (-3.3898, -0.3355, 2.1039)
H (-2.1179, 2.7900, -0.7542)
H (-3.0778, 3.6707, -1.7097)
O (-2.3646, 3.6624, -1.0718)
H (-3.9866, 1.3611, -0.5685)
H (-3.1196, 0.3334, 0.2279)
O (-3.1313, 0.9276, -0.5228)
H (-1.7331, -3.5871, 2.5332)
H (-2.0010, -3.9812, 1.0742)
O (-1.3713, -3.5232, 1.6430)
H (3.5579, 1.0003, 0.3863)
H (3.3767, 2.3668, -0.1010)
O (3.3941, 1.8897, 0.7139)
H (4.2185, -1.5702, 0.6528)
H (2.6821, -1.8922, 0.3851)
O (3.4206, -1.9682, 1.0021)
H (-0.5495, 4.1889, 0.9079)
H (0.8228, 3.8405, 1.4608)
O (-0.0924, 3.9681, 1.7292)
H (-3.5374, -2.3805, -0.9552)
H (-3.1090, -2.6182, -2.3161)
O (-3.0329, -3.0345, -1.4463)

natural (NBO) population analysis, charges in e, atoms 1 to 8:
1. C -0.22
2. N -0.67
3. C 0.78
4. N -0.85
5. O -0.69
6. C -0.40
7. C -0.42
8. C -0.61

Entry 3:
Formula: C4H10OS
Source: OMol25
Level of theory: ωB97M-V/def2-TZVPD

Its spin multiplicity is 1. The calculation puts the HOMO energy at -9.47 eV. As for the energy relative to the best compared isomer or geometry (same formula, charge and spin): 71.7 kcal/mol. As for the gap between HOMO and LUMO: 9.92 eV. The value obtained for the maximum force is 0.0868 hartree/bohr.

CARTESIAN COORDINATES (ANGSTROEM)
C (-0.8149, -0.0200, 1.3766)
C (-1.8341, -0.7595, 0.6974)
C (-0.2080, -0.1105, 2.5339)
C (1.9168, -0.1585, -2.7162)
O (0.9377, 1.9379, 0.9698)
S (-0.2580, 1.3523, 0.3062)
H (-2.3339, -1.4692, 1.3109)
H (-2.5391, -0.1473, 0.0893)
H (-1.2874, -1.2988, -0.2663)
H (2.6987, -0.5346, -1.8968)
H (-0.2412, -0.9385, 3.1794)
H (0.7671, 0.4552, 2.6141)
H (1.0784, -0.7901, -2.5182)
H (1.4433, 0.8171, -2.7332)
H (2.1354, -0.4336, -3.7312)
H (-1.4609, 2.0980, 0.7843)

natural (NBO) population analysis, charges in e, atoms 1 to 8:
1. C -0.21
2. C -0.66
3. C -0.40
4. C -0.87
5. O -0.95
6. S 1.06
7. H 0.24
8. H 0.23

Entry 4:
Formula: C24H28IrN4O6S
Source: OMol25
Level of theory: ωB97M-V/def2-TZVPD

Its expectation value of S² is 6.04. Its spin multiplicity is 5. The calculation puts the HOMO energy (spin up / spin down) at -9.24 / -10.95 eV. As for the gap between HOMO and LUMO (spin up / spin down): 5.66 / 7.17 eV. As for the charge: +1. The value obtained for the maximum force is 0.0104 hartree/bohr.

CARTESIAN COORDINATES (ANGSTROEM)
Ir (-0.5452, -0.9477, 1.3331)
C (6.0681, -1.3135, 0.4442)
C (4.5833, -1.0645, 0.6037)
C (4.1274, 0.2612, 0.5507)
C (2.7956, 0.7967, 0.5074)
C (2.6314, 2.1354, 0.8361)
N (1.4984, 2.8307, 0.8182)
C (1.3663, 4.1511, 1.4077)
C (0.0842, 4.3047, 2.2206)
C (-1.2043, 4.4337, 1.4212)
N (-1.6542, 3.1691, 0.8341)
C (-2.2248, 3.0789, -0.3325)
C (-2.7042, 1.8911, -0.9266)
C (-3.2965, 1.9852, -2.2054)
C (-3.7410, 0.8804, -2.8829)
C (-4.3961, 0.9601, -4.2313)
C (-3.5400, -0.3599, -2.2572)
C (-2.9398, -0.5235, -1.0211)
C (-2.7236, -1.8939, -0.5781)
N (-1.9380, -2.2684, 0.3533)
C (-1.7947, -3.7232, 0.6081)
C (-1.4571, -4.5947, -0.6055)
C (-0.3137, -4.0634, -1.4773)
N (0.7145, -3.4939, -0.6270)
C (0.8304, -2.2355, -0.7111)
C (1.5755, -1.4002, 0.2074)
C (3.8229, -2.1627, 0.8475)
C (1.6289, 0.0241, 0.1517)
O (0.5159, 0.5916, -0.1403)
C (-2.5413, 0.6300, -0.2728)
O (-2.0679, 0.5856, 0.9248)
H (6.5635, -0.4439, 0.0179)
H (6.2555, -2.1583, -0.2168)
H (6.5276, -1.5310, 1.4084)
H (4.9142, 1.0070, 0.5479)
H (3.5005, 2.6858, 1.1840)
H (0.6934, 2.3242, 0.4614)
H (1.4211, 4.9266, 0.6366)
H (2.2129, 4.3002, 2.0782)
H (0.1724, 5.2154, 2.8159)
H (0.0046, 3.4829, 2.9383)
H (-1.0805, 5.1436, 0.6012)
H (-1.9991, 4.8082, 2.0690)
H (-1.6097, 2.2824, 1.3506)
H (-2.3179, 4.0063, -0.8916)
H (-3.4012, 2.9687, -2.6512)
H (-4.3954, 1.9819, -4.6071)
H (-5.4324, 0.6223, -4.1877)
H (-3.8751, 0.3365, -4.9585)
H (-3.8600, -1.2556, -2.7816)
H (-3.2613, -2.6568, -1.1451)
H (-2.7203, -4.0671, 1.0745)
H (-1.0000, -3.8219, 1.3423)
H (-2.3334, -4.7791, -1.2324)
H (-1.1798, -5.5653, -0.1893)
H (-0.6985, -3.3133, -2.1860)
H (0.0931, -4.8832, -2.0709)
H (0.2966, -1.6350, -1.4615)
H (4.1464, -3.1858, 0.9358)
O (2.9010, -2.3619, 3.6329)
S (1.7852, -1.8797, 2.9170)
O (1.4519, -0.4763, 2.9317)
O (0.6259, -2.7100, 2.7037)
O (2.4385, -2.0326, 1.1316)

natural (NBO) population analysis, charges in e, atoms 1 to 8:
1. Ir 1.22
2. C -0.62
3. C -0.09
4. C -0.14
5. C -0.31
6. C 0.19
7. N -0.56
8. C -0.21